(1)
The following is a DFT calculation (ωB97M-V with the def2-TZVPD basis set) of the ion C5H11FN with charge -1.

```
18
Properties=species:S:1:pos:R:3:forces:R:3:nbo_charge:R:1
C -0.419891 0.378853 0.198947 -0.0358 0.0271 -0.0609 -0.2492
H 1.580555 1.037170 0.730617 -0.0158 -0.0197 -0.0182 0.2201
H 0.675453 0.317516 2.071355 -0.0135 0.0123 -0.0062 0.1780
H 0.298898 1.957229 1.519268 -0.0144 -0.0191 -0.0190 0.1852
H -0.874138 -1.463134 -0.798008 0.0188 -0.0499 0.0301 0.1904
C -0.027189 -1.026965 -0.256819 -0.0235 0.0560 -0.0441 -0.4198
H -0.410227 0.997428 -0.703881 -0.0187 -0.0137 0.0396 0.2418
H -1.864045 -0.184291 1.727835 0.0129 -0.0047 -0.0212 0.1803
H -2.129244 1.430213 1.056387 0.0233 -0.0185 0.0080 0.1862
N 0.901610 -0.515679 -2.550173 0.1175 -0.0423 -0.0166 -0.4322
H 2.011785 -0.494062 -0.798128 0.0773 -0.1131 0.1148 0.1528
H 1.504317 -2.086454 -1.346950 -0.1376 0.0351 -0.1750 0.1579
C 0.592331 0.956782 1.184004 0.0369 0.0286 0.0159 -0.6018
H 0.171067 -1.667812 0.621474 0.0226 0.0508 0.0243 0.1541
H -2.556327 -0.003592 0.112135 0.0108 0.0057 -0.0080 0.2012
C 1.164586 -1.038486 -1.249244 0.0335 0.2051 0.0929 -0.2813
C -1.820786 0.409302 0.806420 -0.0100 -0.0276 0.0345 -0.5937
F 1.201245 0.995981 -2.325239 -0.0844 -0.1121 0.0091 -0.4699
```
Forces are in eV/Å.

Output
Total charge = -1
M = 104.1 u
HOMO = -1.5631 eV
Spin multiplicity = 1
HOMO-LUMO gap = 5.53 eV

=====

(2)
The following is a DFT calculation (ωB97M-V with the def2-TZVPD basis set) of the molecule C5H11FN2 at a distorted geometry.

```
19
Properties=species:S:1:pos:R:3:forces:R:3:nbo_charge:R:1
F 2.324271 -0.383996 -0.199053 0.6901 -0.3665 0.2003 -0.3767
H 0.122157 -0.008569 2.109826 0.3827 -0.5493 -0.0349 0.2190
N 0.547960 1.406008 -0.852151 1.5000 -1.2192 -0.2157 -0.8808
H -1.301156 -1.577742 0.923425 0.0880 0.4718 -0.5210 0.1854
H 1.553137 -1.856322 0.947447 -0.4339 0.9452 -0.4570 0.1831
H 1.474269 0.945117 -1.013199 -1.2440 1.1440 -0.4047 0.3821
H -0.043208 -2.469980 -0.978462 0.4236 0.2819 -0.0583 0.2130
C 1.182411 -0.981543 0.339167 0.7912 -2.2901 -0.4324 0.2011
H 1.158513 2.010970 1.148024 -0.9185 -0.6666 -0.4245 0.1815
C 0.374945 1.419097 0.579357 -2.0774 0.6348 0.4167 -0.2240
H -0.711408 1.862662 0.706538 2.2395 -0.4971 0.4838 0.2099
C 0.125712 -1.417076 -0.729529 -0.6452 1.9116 -0.4336 -0.4861
H 0.136851 -0.694254 -1.617505 0.3890 -1.4835 1.0060 0.2489
C 0.257894 -0.033803 1.026051 -2.1376 0.6894 -0.1554 -0.2883
C -0.934111 -0.791705 0.222812 -0.4432 0.1596 2.0397 -0.0143
H 0.555606 2.329020 -1.178440 0.2107 1.4562 -0.7922 0.3583
H -2.907193 -0.482752 -0.466326 0.6973 0.1575 0.2696 0.3648
N -2.092166 0.048035 -0.133663 0.0664 -1.8778 0.7962 -0.8434
H -1.824475 0.676826 -0.834313 0.4213 1.0981 -1.2826 0.3665
```
Forces are in eV/Å.

Output
M = 118.2 u
HOMO = -9.1446 eV
Spin multiplicity = 1
HOMO-LUMO gap = 10.21 eV
Structure (SMILES) = NC[C@@H]1[C@H](F)C[C@@H]1N

=====

(3)
The following is a DFT calculation (ωB97M-V with the def2-TZVPD basis set) of the ion C5H11IN with charge +1 at a distorted geometry.

```
18
Properties=species:S:1:pos:R:3:forces:R:3:nbo_charge:R:1
C 0.888953 -1.936610 -0.115755 0.0489 0.2468 -1.2718 -0.7278
N -0.433807 -0.188434 1.053799 -1.5772 -1.8685 -1.7828 -0.5588
C -0.037299 1.693406 -0.228823 2.9793 3.8394 0.4500 -0.4328
H 0.837345 2.322295 0.313411 -2.0470 -1.4477 -0.7887 0.2339
H 1.379211 -2.105638 -1.083116 0.0182 -0.1864 0.3655 0.2699
H 0.251384 -2.766796 0.085852 -0.5958 -0.6139 0.0270 0.2562
H -1.066524 -0.907896 1.383944 -0.6834 0.0100 0.1132 0.4560
C -0.987722 1.079442 0.749505 -2.0243 4.3022 1.2628 -0.2717
H -1.273165 1.822291 1.606086 0.9274 -1.8870 -1.0457 0.2677
H 0.433045 0.555735 -1.954815 -0.1312 -0.2742 -1.7244 0.2786
H -0.454706 2.518790 -0.893425 0.0660 -1.5210 0.7545 0.2777
C 0.646830 0.539627 -0.934972 2.6236 0.2582 0.9640 -0.5460
H 1.840312 0.541424 -0.831888 -2.4697 0.0509 -0.1421 0.2544
I -2.132015 -1.304075 -1.513715 2.0877 0.5009 1.1508 -0.0022
H 1.628094 -1.952476 0.675277 0.4124 0.5608 0.2135 0.2442
H 0.264969 -0.158320 1.704803 2.8343 0.3483 2.2803 0.4221
C 0.120322 -0.658317 -0.264422 -1.5159 -1.9921 -0.4470 0.3288
H -1.905228 0.905553 0.248254 -0.9532 -0.3269 -0.3789 0.2499
```
Forces are in eV/Å.

Output
Total charge = +1
M = 212.1 u
HOMO = -13.4412 eV
Spin multiplicity = 1
HOMO-LUMO gap = 7.93 eV
Structure (SMILES) = C[C@]1(I)CCC[NH2+]1

=====

(4)
The following is a DFT calculation (ωB97M-V with the def2-TZVPD basis set) of the ion C5H11IN with charge +1 at a distorted geometry.

```
18
Properties=species:S:1:pos:R:3:forces:R:3:nbo_charge:R:1
H -1.931892 -0.303474 -1.589339 -1.1199 0.8198 0.1751 0.2611
H 0.907714 2.428936 -0.692694 0.0611 0.5539 -0.7329 0.2175
C 1.177022 -0.272807 0.144944 -5.5931 -1.1065 0.7073 -0.2745
H -0.589993 2.921310 0.200476 -1.2794 0.3120 -0.7699 0.2442
C 0.303480 2.359134 0.184938 -0.8219 -3.3500 -1.1753 -0.6025
I 3.226673 0.025302 -0.238188 4.1566 0.7679 -0.8867 0.4966
H -0.514108 0.499060 1.193046 -1.7068 -0.2981 2.2773 0.1996
H 0.962606 -1.481023 1.930849 -0.6734 0.5922 0.5226 0.4330
N 0.927609 -1.550047 0.920239 1.9808 -0.3045 1.3421 -0.7110
H 0.797036 2.746256 0.957932 2.4844 1.5173 3.1742 0.2193
H -1.658700 -1.286630 -0.127978 -0.4961 -0.7822 -0.2930 0.2121
H 0.426401 0.490969 -1.550792 -0.3362 0.2683 -1.8493 0.2233
H 0.165412 -2.112543 0.648304 -1.9060 -0.3481 -0.4448 0.4288
C 0.053041 0.856309 0.424081 1.6242 -0.9059 -3.4303 -0.1566
C -1.270062 -0.961354 -1.082164 2.1601 1.8708 0.3980 -0.6422
H -1.018675 -1.574767 -1.900676 0.1677 -2.0058 -0.2560 0.2441
H 1.677101 -2.249182 0.835709 0.7543 0.4272 -0.7820 0.4264
C -0.043495 -0.083112 -0.802044 0.5436 1.9717 2.0237 -0.2193
```
Forces are in eV/Å.

Output
Total charge = +1
M = 212.1 u
HOMO (alpha / beta) = -9.5744 / -13.9889 eV
Spin multiplicity = 3
HOMO-LUMO gap (alpha / beta) = 6.20 / 6.61 eV
⟨S²⟩ = 2.005

=====

(5)
The following is a DFT calculation (ωB97M-V with the def2-TZVPD basis set) of the ion C5H11N with charge -1 at a distorted geometry.

```
17
Properties=species:S:1:pos:R:3:forces:R:3:nbo_charge:R:1
H 0.133456 2.697048 -0.349882 -0.1412 0.1135 0.0472 0.2093
C 0.507000 0.986109 0.881861 -0.6821 -0.5177 -0.9719 -0.3383
H 0.905024 0.518495 1.772243 0.2602 0.5589 0.3661 0.1897
C 0.061847 0.066838 0.012779 0.5664 -0.5787 0.1509 0.1173
H -1.441771 -2.334030 -0.463460 -0.2905 -0.2233 0.2096 0.1499
N 0.233680 -1.302754 0.413983 -0.8076 0.0020 -0.1623 -0.6406
H -1.613320 -0.029317 -1.292543 -0.0626 -0.1034 -0.1445 0.2048
C -0.568416 0.288651 -1.326653 0.1288 0.4613 0.1024 -0.9738
H 0.051285 -3.320250 -0.105264 -0.2866 -0.0286 0.1152 0.1850
H -0.407672 2.867775 1.354642 -0.4600 0.0828 -0.1435 0.1924
H -0.036333 -2.239762 -1.456405 0.1881 -0.0281 -0.1438 0.1822
H -0.534368 1.330339 -1.631491 -0.1130 0.1256 0.0295 0.2058
C -0.354332 -2.358842 -0.425950 0.5805 0.4254 -0.1878 -0.7769
H -0.058176 -0.254126 -2.118671 -0.0120 -0.2372 -0.0128 0.2121
H -0.219786 -1.387241 1.317904 0.3468 -0.0682 0.1475 0.3468
H 1.247567 3.015618 0.993389 0.0506 -0.1913 -0.2799 0.1883
C 0.348108 2.457635 0.686253 0.7343 0.2071 0.8782 -0.6540
```
Forces are in eV/Å.

Output
Total charge = -1
M = 85.1 u
HOMO (alpha / beta) = 1.3559 / -4.1813 eV
Spin multiplicity = 2
HOMO-LUMO gap (alpha / beta) = 2.69 / 8.22 eV
⟨S²⟩ = 0.750

=====

(6)
The following is a DFT calculation (ωB97M-V with the def2-TZVPD basis set) of the ion C5H11N with charge -1 at a distorted geometry.

```
17
Properties=species:S:1:pos:R:3:forces:R:3:nbo_charge:R:1
H 1.313419 1.964155 2.428608 -0.1279 -0.2656 0.8160 0.3592
H 0.847413 1.381571 0.024740 0.3291 0.1074 -0.1499 0.1673
H 0.072437 0.716261 2.694220 0.5003 0.2310 0.6365 0.3643
H -1.356063 1.175115 -1.514261 0.0837 -0.3532 -0.0194 0.2050
H -0.506677 -0.679515 1.420286 -0.6208 0.2173 -1.2372 0.1784
N 0.619217 1.317467 2.106061 -0.5420 0.1033 -1.5053 -0.9042
C 0.192736 -0.591409 0.550874 0.4919 -1.4249 0.7830 -0.6854
H 0.724586 -1.545540 0.718269 0.7428 0.5513 -0.0913 0.1945
C -0.330089 -0.668224 -0.864345 -0.8414 1.7143 1.7482 -0.0869
H -2.035400 0.547583 -0.056975 -0.0160 -0.6811 -0.2104 0.2061
H 1.102454 -1.925823 -1.829711 -0.1276 -0.0024 0.4909 0.1873
H -0.142527 -1.218333 -2.883138 -0.7047 0.0983 -0.6135 0.1797
H 2.038623 0.359692 0.922467 0.5956 0.2202 -0.4818 0.1699
C -1.573984 0.225047 -1.000258 0.5915 -0.3456 -1.3326 -0.7382
H -2.167606 -0.406392 -1.679165 -0.8207 0.6997 0.3653 0.2109
C 1.011588 0.687059 0.843575 -0.3817 -0.6844 0.4389 -0.2791
C 0.189870 -1.338708 -1.881243 0.8480 -0.1858 0.3624 -0.7288
```
Forces are in eV/Å.

Output
Total charge = -1
M = 85.1 u
HOMO (alpha / beta) = 1.4546 / -5.4643 eV
Spin multiplicity = 2
HOMO-LUMO gap (alpha / beta) = 2.74 / 9.65 eV
⟨S²⟩ = 0.750

=====

(7)
The following is a DFT calculation (ωB97M-V with the def2-TZVPD basis set) of a cluster of 2 separate species, C5H11N in total.

```
17
Properties=species:S:1:pos:R:3:forces:R:3:nbo_charge:R:1
C -1.321659 0.922976 1.524597 0.1457 -0.1722 0.0840 -0.0718
H -3.474071 0.760787 -0.553275 0.0852 -0.1248 0.0320 0.1967
C -2.820675 -0.037042 -0.182672 -0.1622 -0.0429 -0.0850 -0.4346
H 2.345069 0.747627 -1.440125 -0.0514 -0.0936 0.0917 0.2028
H 2.957606 0.395515 1.045074 -0.0357 -0.0920 -0.1102 0.2028
C 2.651683 -0.414407 0.374213 0.0457 -0.0323 0.0556 -0.6038
H 0.917979 0.678649 -0.405110 0.1894 -0.1038 -0.0777 0.2237
H 3.561977 -0.890419 -0.005224 -0.1195 0.0482 0.0505 0.2024
C -0.797556 -0.197775 1.207906 0.0178 0.1342 0.1765 -0.0732
H -2.723843 -0.797694 -0.965977 -0.0472 0.1221 0.0963 0.1961
H -0.194786 -1.084244 1.318508 -0.1242 0.1818 0.0559 0.2336
N -1.493978 0.518818 0.103625 -0.1525 -0.0117 -0.0881 -0.4458
H -3.282311 -0.495251 0.706333 0.0456 0.0586 -0.1391 0.1691
C 1.774693 0.100790 -0.765240 -0.0501 0.0606 -0.0582 -0.6162
H -1.532320 1.780152 2.140990 0.0426 -0.1466 -0.0479 0.2307
H 1.369911 -0.723399 -1.362974 0.0913 0.0943 0.0578 0.1993
H 2.129798 -1.160701 0.985452 0.0795 0.1201 -0.0941 0.1883
```
Forces are in eV/Å.

Output
M = 85.1 u
HOMO = -8.3634 eV
Spin multiplicity = 1
HOMO-LUMO gap = 9.51 eV
Structure (SMILES) = CN1C=C1.CC

=====

(8)
The following is a DFT calculation (ωB97M-V with the def2-TZVPD basis set) of a cluster of 2 separate species, C5H11N in total.

```
17
Properties=species:S:1:pos:R:3:forces:R:3:nbo_charge:R:1
H 2.382903 2.387706 0.177535 0.0741 -0.0971 -0.1259 0.2057
H 0.441199 -2.231343 1.821875 -0.0437 -0.0166 -0.0496 0.1929
H -1.346366 0.053770 -1.748559 -0.1115 0.1148 0.1405 0.2213
H 1.460685 1.593863 1.448071 -0.0382 -0.1707 -0.1379 0.2129
C -1.314248 0.015040 0.385228 0.0573 -0.2063 0.0650 -0.0052
C -1.881690 0.504299 -0.905010 -0.0516 -0.0244 -0.0527 -0.6537
H -1.798382 1.596337 -0.974576 -0.0169 -0.1451 -0.0416 0.2191
H 2.466194 0.594323 0.364673 -0.0659 0.2502 0.0632 0.2248
N -0.339651 -0.826655 0.420049 -0.1207 0.1774 0.0721 -0.2162
C 1.831080 1.481728 0.426410 0.0556 0.0882 0.0370 -0.8506
C 0.354728 -1.753169 -0.454306 0.0184 -0.0276 -0.3616 -0.2540
H -1.675992 0.384593 1.339979 0.0690 0.0171 -0.0902 0.1930
H -0.305831 -2.528724 -0.858837 0.1190 0.0657 0.0931 0.1761
H -2.943596 0.249416 -0.996099 0.1180 0.0584 -0.0286 0.2201
H 1.049203 -1.326583 -1.180986 -0.1003 -0.0424 0.1057 0.1847
C 0.628243 -1.558942 0.996262 -0.0620 -0.1337 0.1964 -0.2726
H 0.991520 1.364335 -0.261710 0.0993 0.0922 0.1150 0.2015
```
Forces are in eV/Å.

Output
M = 85.1 u
HOMO = -7.0797 eV
Spin multiplicity = 1
HOMO-LUMO gap = 8.11 eV